Here is a structure of composition C38H39InN4OPSe4 from the Open Molecules 2025 dataset. Energies are from the ωB97M-V functional and the def2-TZVPD basis.

Last column: Mulliken charge in e.
Atoms and positions in Å:
H -2.43917 -0.14216 5.34686  0.2868
N -4.05758 5.58988 1.17773  -0.5975
C -2.36050 -0.59522 3.24840  0.5015
C 2.62185 1.52096 0.21935  0.6531
C 2.07288 -1.28769 -5.37721  -0.7275
C -3.63984 -1.23481 1.45884  0.5699
H 6.14050 -1.98771 -1.76716  0.4458
C 3.09202 -0.61446 -1.13045  0.3518
C 0.99395 2.87639 0.88618  -0.0633
C 3.51406 0.52241 -0.41068  -0.2243
H 1.20517 4.03892 -1.77940  0.1579
H -5.40748 -2.07745 0.58400  0.3133
H -3.35820 1.99097 2.62095  0.2901
C -2.93752 5.33379 1.14273  -0.3644
C 1.10682 -4.95292 1.12675  -0.7536
H 0.89066 4.96569 1.09772  0.7237
C 2.22558 -2.87610 0.64947  -0.3958
H 2.00177 0.16749 -3.81433  0.4143
H -2.74499 4.21384 -0.82373  0.4324
H 2.86395 -4.26880 2.14766  0.4246
C -0.85823 5.52418 2.32081  -0.3127
C 1.52541 -1.79465 -3.07542  -0.0058
H 1.26130 5.70900 -1.20175  0.4256
C -4.03441 1.17876 2.34221  -1.8036
C 5.82278 -0.15671 -0.69073  -0.6772
H -0.69961 -2.32375 4.57995  0.4256
H 3.04205 -2.19373 0.84757  0.3665
In -1.07387 -0.44316 0.77136  0.8485
H 2.00868 2.68799 2.83760  0.3401
H -3.94980 -4.18405 1.88227  0.3818
C 1.28992 -2.58522 -0.34008  0.1949
H -0.58651 -3.17222 -1.20728  0.7173
C 0.20001 -3.44564 -0.50911  -0.6149
C 1.44629 4.66868 -0.92915  -1.7269
C -1.87930 0.16048 4.45557  -1.7692
C 0.61738 4.28041 0.29318  0.3465
C 1.53441 -3.53512 -4.74710  -0.7735
C -1.69713 4.06274 -1.08498  -1.1058
C 2.21591 3.02879 1.82223  -0.7933
C -2.06799 -1.94890 2.96528  0.4336
H -1.48142 4.75771 -1.91398  0.2247
Se -3.70335 2.24032 -4.86687  -0.2082
Se -0.58646 2.43443 -3.12758  0.2403
H -0.68834 -5.32240 0.01009  0.5203
O 3.21430 2.18941 1.24965  -0.4796
Se -3.35277 0.60510 -3.34993  -0.4699
H 2.33552 -0.56368 -6.13806  0.4116
C -4.68106 -1.28558 0.37585  -1.5703
C -0.87818 4.46516 0.11710  0.6278
C 0.13159 -4.63962 0.19004  -0.7771
H 2.05590 -2.94425 -6.74163  0.3564
P 1.31611 -1.07370 -1.38712  0.9605
H -2.42838 2.26571 -1.73153  0.0368
C -2.85748 -2.34502 1.86418  0.8894
C -3.05364 -3.76205 1.41273  -1.7977
N -1.52207 2.69128 -1.53112  -0.0908
C 4.88435 0.72340 -0.19508  -1.1231
C 2.12701 -4.05053 1.38447  -0.7183
N 1.41650 1.83109 -0.04996  -0.1176
H -0.82160 -0.02947 4.65144  0.3857
C 5.41254 -1.28106 -1.38902  -0.8222
H 0.12608 2.50143 1.43686  0.5933
N -0.33124 5.90344 3.27039  -0.6769
H 5.20046 1.59260 0.36341  0.5168
H -3.18803 -3.82930 0.33047  0.2661
H -4.46042 1.42307 1.36886  0.4459
H 1.04653 -3.85418 -2.69522  0.4229
Se -1.74245 3.75728 -4.56715  -0.3952
C 1.90774 -2.62188 -5.71873  -0.4942
C 1.87726 -0.87888 -4.06999  -0.5093
C -1.18529 -2.86487 3.76717  -1.4351
H -2.20476 -4.38105 1.70125  0.4330
H 2.59535 4.05075 1.86740  0.3973
H 1.37768 -4.57367 -5.01132  0.4156
C 4.06484 -1.50040 -1.59935  -0.0694
H -0.40176 -3.31786 3.15370  0.0913
H 6.87648 0.02921 -0.52621  0.3894
C 1.34182 -3.12598 -3.43460  0.2365
H 1.06066 -5.88921 1.66878  0.3502
H -2.01017 1.23638 4.32868  0.3604
C -3.32836 -0.14831 2.31158  0.6017
H 2.50913 4.55074 -0.70717  0.4507
C -1.53198 5.06813 1.14398  1.1264
H -4.85030 1.17000 3.07195  0.2950
H -5.22220 -0.34328 0.29710  0.3580
H -4.24230 -1.49140 -0.60343  0.2444
H 3.74873 -2.39241 -2.12336  0.4644
H -1.77386 -3.67746 4.20516  0.3058

The value obtained for the total energy is -11902.9546 Eh. Its gap between HOMO and LUMO is 0.195 Ha. The calculation puts the relative energy (zero: lowest compared OMol25 entry of this formula, charge and spin) at 15.5 kcal/mol. The value obtained for the molar mass is 1029.4 u. Its charge is -1. As for the HOMO energy: -3.422 eV. For the LUMO energy, the calculation gives 1.87 eV.